[1]
Molecular formula: C9H36F2KO11P
Method: DFT, wB97M-V/def2-TZVPD

Its orbital gap is 9.903 eV. The HOMO energy comes out at -9.74 eV.

CARTESIAN COORDINATES (ANGSTROEM)
1 K 0.114 -0.191 0.048
2 P 1.375 -1.405 -2.789
3 F 1.975 -0.680 -4.101
4 F 1.552 -2.893 -3.087
5 O 3.416 2.119 -0.130
6 O -3.319 2.628 -0.231
7 O -2.340 -0.801 -1.480
8 O 2.186 -0.888 -1.611
9 O -0.229 2.645 0.180
10 O 2.814 -1.776 1.799
11 O 0.554 -3.024 0.175
12 O 1.093 0.106 3.222
13 O -1.543 -0.439 2.648
14 O -0.137 -1.161 -2.844
15 O -3.067 1.807 -2.693
16 C -3.739 1.682 0.778
17 C 0.104 3.920 0.798
18 C 4.387 1.828 -1.136
19 C -1.885 2.482 -3.221
20 C -2.225 -1.649 2.867
21 C 4.110 -2.173 1.414
22 C -3.261 -1.903 -1.702
23 C 1.978 1.131 2.829
24 C -0.334 -4.199 0.217
25 H 5.431 2.102 -0.822
26 H -1.225 -3.965 0.731
27 H -1.402 2.965 -2.374
28 H 0.191 -5.034 0.669
29 H 1.541 -0.736 3.065
30 H 4.256 -3.270 1.406
31 H -0.677 -0.437 3.100
32 H -4.248 -1.508 -1.998
33 H -1.260 1.873 -3.804
34 H 4.363 -1.783 0.426
35 H -0.454 4.633 0.209
36 H 4.741 -1.642 2.120
37 H -3.194 -1.592 2.360
38 H 2.795 1.158 3.526
39 H -2.982 -2.621 -2.483
40 H -3.380 2.209 -1.129
41 H 1.444 2.085 2.931
42 H 2.377 1.047 1.808
43 H -0.226 3.937 1.858
44 H 4.334 0.814 -1.469
45 H -1.097 2.844 -0.245
46 H 2.195 -1.967 1.107
47 H -1.526 -1.033 -2.018
48 H -0.631 -4.492 -0.764
49 H 4.345 2.493 -2.010
50 H 2.517 2.289 -0.541
51 H -2.953 0.830 -2.524
52 H -2.434 -1.776 3.951
53 H -1.685 -2.513 2.534
54 H -4.045 0.730 0.320
55 H -3.275 -2.430 -0.780
56 H -2.829 1.417 1.381
57 H 1.132 4.082 0.675
58 H -4.518 2.104 1.407
59 H -2.292 3.196 -3.960
60 H 1.093 -3.176 -0.609

***

[2]
Molecular formula: C21H32O2
Method: DFT, wB97M-V/def2-TZVPD

Its orbital gap is 9.598 eV. As for the energy above the lowest of the compared OMol25 structures with the same formula, charge and spin: 6.29 kcal/mol. As for the SMILES: CC/C=C\C/C=C\C/C=C\C/C=C\C/C=C\CCCC(=O)OC. The HOMO energy comes out at -8.72 eV.

CARTESIAN COORDINATES (ANGSTROEM)
1 O 0.938 2.659 2.078
2 O -1.217 3.043 2.559
3 C 1.047 -2.692 1.723
4 C -0.400 -1.440 -3.365
5 C -0.457 -0.229 -4.243
6 C -0.964 0.028 2.718
7 C 0.120 -2.824 -0.615
8 C -0.931 -1.796 -0.920
9 C -0.077 2.347 2.643
10 C -1.207 4.191 1.722
11 C 0.144 -3.736 2.329
12 C 1.981 0.349 -2.396
13 C -0.252 1.128 3.514
14 C -1.153 -1.236 3.563
15 C 0.569 2.346 -1.791
16 C 1.221 3.588 -1.184
17 C 1.396 1.134 -1.506
18 C -1.152 -1.207 -2.084
19 C -1.868 -2.293 2.783
20 C 0.536 0.619 -4.462
21 C 1.927 0.515 -3.894
22 C -1.315 -3.368 2.242
23 C 1.038 -2.313 0.454
24 H -1.550 -1.539 -0.069
25 H 1.528 0.931 -0.450
26 H 2.484 1.415 -4.169
27 H 0.605 4.469 -1.355
28 H -1.938 0.397 2.388
29 H 0.635 -1.704 -3.155
30 H 1.758 -2.233 2.397
31 H 2.579 -0.483 -2.045
32 H -1.960 -0.491 -2.162
33 H 1.359 3.455 -0.114
34 H -0.178 -1.597 3.888
35 H -1.740 -0.984 4.451
36 H -1.249 3.891 0.674
37 H 0.364 1.457 -5.127
38 H 0.438 2.479 -2.865
39 H -0.849 1.395 4.387
40 H -1.944 -4.053 1.690
41 H -2.088 4.771 1.985
42 H -2.929 -2.122 2.648
43 H 0.299 -4.690 1.819
44 H 2.196 3.758 -1.635
45 H -0.422 2.203 -1.348
46 H -0.298 4.772 1.888
47 H -0.374 -3.738 -0.279
48 H 0.698 -3.054 -1.511
49 H -1.418 -0.046 -4.708
50 H 0.418 -3.878 3.377
51 H 2.436 -0.333 -4.361
52 H -0.866 -2.280 -3.896
53 H 1.724 -1.544 0.127
54 H 0.732 0.782 3.830
55 H -0.375 -0.219 1.832

***

[3]
Molecular formula: H4N2O2P
Method: DFT, wB97M-V/def2-TZVPD

Its orbital gap is 7.381 eV. As for the energy above the lowest of the compared OMol25 structures with the same formula, charge and spin: 87.80 kcal/mol. As for the SMILES: NN=[P@H]([O-])O. Its charge is -1. The HOMO energy comes out at -3.08 eV.

CARTESIAN COORDINATES (ANGSTROEM)
1 P 0.946 -0.125 0.001
2 O 2.212 0.715 0.419
3 O 1.464 -1.514 0.142
4 N -1.499 -0.443 0.616
5 N -0.338 0.478 0.751
6 H 2.056 1.631 0.825
7 H -1.170 -1.184 0.061
8 H 0.978 -0.083 -1.369
9 H -1.502 -0.996 1.489

***

[4]
Molecular formula: C40H44F2FeN2O3PS
Method: DFT, wB97M-V/def2-TZVPD

Its orbital gap (alpha / beta) is 7.362 / 7.543 eV. As for the spin multiplicity: 2. As for the energy above the lowest of the compared OMol25 structures with the same formula, charge and spin: 0.00 kcal/mol. The HOMO energy (alpha / beta) comes out at -7.20 / -7.40 eV.

CARTESIAN COORDINATES (ANGSTROEM)
1 Fe -0.442 0.128 -0.227
2 S -1.009 1.056 -2.680
3 P 0.028 0.694 1.893
4 F -0.274 -4.897 1.519
5 F -4.446 -2.898 0.961
6 O -2.351 1.471 -2.987
7 O -0.914 -0.344 -2.188
8 O -0.300 1.862 -1.648
9 N -2.370 0.695 0.031
10 N 1.391 -0.309 -0.374
11 C -4.183 2.232 0.038
12 C 3.280 1.752 -1.150
13 C -5.059 1.190 0.292
14 C 1.938 -1.572 -2.431
15 C -2.843 1.934 -0.103
16 C 3.405 -1.131 0.781
17 C 1.071 3.148 1.106
18 C -3.099 -2.794 0.912
19 C 2.083 1.328 -7.862
20 C 1.130 1.803 -4.218
21 C 1.037 -2.714 -2.062
22 C 2.682 -1.677 -3.606
23 C -3.206 -0.326 0.313
24 C 3.069 0.514 -1.971
25 C 4.420 -0.873 -5.244
26 C 1.324 1.259 -6.565
27 C 1.830 1.852 -5.415
28 C -2.500 -1.589 0.556
29 C 4.096 -1.315 1.960
30 C 3.596 -0.896 3.198
31 C -0.631 0.578 -5.317
32 C 3.823 0.342 -3.122
33 C -1.003 -3.814 1.192
34 C 3.632 -0.740 -3.970
35 C 4.368 -1.134 4.467
36 C 2.148 -0.497 0.775
37 C -2.264 0.847 3.516
38 C -0.886 0.189 3.421
39 C -0.350 -2.654 0.837
40 C -1.092 -1.530 0.502
41 C -0.094 1.162 -4.177
42 C 0.646 2.926 3.561
43 C -0.975 -1.309 3.703
44 C 0.085 0.622 -6.499
45 C 1.650 -0.057 2.018
46 C -2.381 -3.924 1.234
47 C 0.173 2.522 2.166
48 C -4.575 -0.098 0.429
49 C 2.110 -0.450 -1.611
50 C 2.362 -0.273 3.199
51 H -2.223 1.931 3.407
52 H -0.257 0.618 4.207
53 H -0.847 2.893 2.013
54 H 2.523 -2.544 -4.239
55 H -4.524 3.250 -0.079
56 H 1.800 0.515 -8.530
57 H 0.035 -2.380 -1.813
58 H -1.599 0.096 -5.271
59 H 3.530 1.526 -0.112
60 H -5.245 -0.915 0.634
61 H -2.944 0.456 2.760
62 H 0.735 2.911 0.099
63 H 2.791 2.351 -5.448
64 H -2.114 2.691 -0.359
65 H -2.874 -4.845 1.507
66 H 2.372 2.354 -1.142
67 H 3.829 -1.482 -0.151
68 H -1.721 -1.794 3.076
69 H -0.060 2.667 4.349
70 H 1.611 2.468 3.791
71 H 3.159 1.272 -7.692
72 H -6.121 1.377 0.386
73 H -0.021 -1.814 3.554
74 H 5.494 -0.819 -5.056
75 H -1.274 -1.448 4.744
76 H 4.089 2.351 -1.569
77 H 0.785 4.009 3.591
78 H 2.097 2.797 1.223
79 H 1.881 2.268 -8.379
80 H 5.380 -0.731 4.399
81 H 1.072 4.234 1.221
82 H 1.520 2.267 -3.325
83 H 4.168 -0.069 -5.939
84 H 3.878 -0.662 5.319
85 H 1.941 0.054 4.144
86 H -2.701 0.630 4.493
87 H -0.325 0.159 -7.389
88 H 4.562 1.096 -3.378
89 H 0.731 -2.647 0.835
90 H 4.209 -1.820 -5.740
91 H 0.969 -3.419 -2.891
92 H 1.436 -3.254 -1.200
93 H 4.456 -2.201 4.684
94 H 5.059 -1.813 1.925

***

[5]
Molecular formula: CHBr2O2S
Method: DFT, wB97M-V/def2-TZVPD

Its orbital gap is 6.845 eV. As for the energy above the lowest of the compared OMol25 structures with the same formula, charge and spin: 36.83 kcal/mol. Its charge is -1. The HOMO energy comes out at -3.47 eV.

CARTESIAN COORDINATES (ANGSTROEM)
1 Br -1.594 1.188 0.535
2 Br -0.199 1.119 -2.202
3 S 0.292 -1.606 0.140
4 O 1.606 -1.838 0.777
5 O -0.823 -1.592 1.033
6 C 0.078 0.945 -0.367
7 H 0.640 1.785 0.084

***

[6]
Molecular formula: C6H2KO4
Method: DFT, wB97M-V/def2-TZVPD

Its orbital gap (alpha / beta) is 6.092 / 5.762 eV. As for the spin multiplicity: 2. The HOMO energy (alpha / beta) comes out at -7.69 / -7.62 eV.

CARTESIAN COORDINATES (ANGSTROEM)
1 K 2.512 -2.042 2.432
2 O 1.198 -0.377 -2.475
3 O -1.910 0.427 1.919
4 O -0.066 2.284 -1.897
5 O -0.212 -1.751 1.677
6 C 0.428 -1.086 -0.559
7 C -1.026 0.338 1.013
8 C -0.286 -0.986 0.724
9 C 0.539 -0.059 -1.366
10 C -0.755 1.517 0.109
11 C -0.076 1.293 -1.065
12 H -1.128 2.508 0.323
13 H 0.783 -2.068 -0.836

***

[7]
Molecular formula: C33H32N2O8
Method: DFT, wB97M-V/def2-TZVPD

Its orbital gap is 8.049 eV. As for the energy above the lowest of the compared OMol25 structures with the same formula, charge and spin: 1.80 kcal/mol. As for the SMILES: COc1cc(C(=O)Nc2ccc3c(c2)Cc2cc(NC(=O)c4cc(OC)c(OC)c(OC)c4)ccc2-3)cc(OC)c1OC. The HOMO energy comes out at -7.64 eV.

CARTESIAN COORDINATES (ANGSTROEM)
1 O -8.567 -1.521 1.288
2 O -4.641 0.978 -2.344
3 O 8.729 1.519 0.763
4 O 6.697 1.070 2.748
5 O -7.022 3.342 1.132
6 O 8.311 0.483 -1.767
7 O -5.185 3.379 -1.099
8 O 4.004 -2.244 -1.261
9 N -6.563 -2.490 1.028
10 N 2.879 -0.938 0.241
11 C 6.635 0.617 1.466
12 C 1.577 -1.438 0.186
13 C -5.178 -2.527 0.831
14 C 7.604 0.790 0.466
15 C -2.456 -2.611 0.314
16 C -7.408 -1.417 0.947
17 C -6.699 4.650 0.711
18 C 5.448 -0.054 1.175
19 C 7.913 1.491 3.329
20 C 8.118 -0.052 -3.056
21 C -6.011 -0.208 -0.745
22 C -6.830 -0.166 0.379
23 C 3.992 -1.354 -0.434
24 C -0.715 -1.165 0.810
25 C 7.358 0.254 -0.817
26 C -4.616 -3.609 0.154
27 C -5.729 2.200 -0.637
28 C -7.151 1.051 0.945
29 C 9.982 1.080 0.276
30 C -3.015 -1.543 1.037
31 C -6.614 2.241 0.450
32 C -1.948 -0.556 1.413
33 C -3.259 -3.658 -0.110
34 C -1.033 -2.372 0.166
35 C -4.362 -1.498 1.309
36 C -5.462 0.957 -1.250
37 C 0.578 -0.699 0.829
38 C 5.220 -0.585 -0.081
39 C -4.226 -0.249 -2.896
40 C 6.189 -0.444 -1.068
41 C -0.041 -3.102 -0.470
42 C 1.259 -2.632 -0.460
43 C -3.812 3.402 -1.430
44 H -7.022 -3.369 1.234
45 H -5.260 -4.409 -0.180
46 H 7.224 0.361 -3.531
47 H -5.064 -0.797 -3.337
48 H 7.676 1.662 4.379
49 H -3.635 3.047 -2.447
50 H -3.728 -0.879 -2.151
51 H 0.827 0.226 1.331
52 H -2.838 -4.495 -0.646
53 H 2.992 -0.119 0.821
54 H 10.723 1.515 0.948
55 H 10.162 1.430 -0.742
56 H 8.998 0.242 -3.626
57 H 8.048 -1.143 -3.032
58 H 10.063 -0.009 0.302
59 H -7.813 1.103 1.794
60 H 8.280 2.414 2.879
61 H -5.823 -1.151 -1.230
62 H 4.754 -0.182 1.992
63 H 2.041 -3.183 -0.954
64 H -5.641 4.876 0.867
65 H -7.303 5.304 1.340
66 H -4.793 -0.684 1.871
67 H -0.274 -4.030 -0.969
68 H -6.952 4.811 -0.338
69 H -2.155 0.436 1.003
70 H -3.510 4.447 -1.352
71 H -3.221 2.801 -0.733
72 H 8.682 0.718 3.255
73 H -3.517 0.011 -3.681
74 H 5.987 -0.879 -2.033
75 H -1.861 -0.450 2.497

***

[8]
Molecular formula: C3H9N3O2
Method: DFT, wB97M-V/def2-TZVPD

Its orbital gap is 8.773 eV. As for the energy above the lowest of the compared OMol25 structures with the same formula, charge and spin: 32.50 kcal/mol. As for the SMILES: N/C=C/N.NC(=O)O. The HOMO energy comes out at -7.85 eV.

CARTESIAN COORDINATES (ANGSTROEM)
1 O -1.764 0.456 -0.229
2 O -1.012 -1.242 1.052
3 N -3.079 -1.321 0.115
4 N 1.052 1.939 -1.262
5 N 1.849 -0.945 0.979
6 C 1.804 0.324 0.405
7 C -1.864 -0.733 0.349
8 C 1.198 0.607 -0.746
9 H 2.361 -0.966 1.845
10 H -3.580 -0.999 -0.696
11 H -3.056 -2.310 0.295
12 H 1.729 2.148 -1.987
13 H 0.932 -1.360 1.096
14 H -0.842 0.791 -0.191
15 H 2.359 1.109 0.911
16 H 0.754 -0.150 -1.380
17 H 1.160 2.653 -0.556